83
Properties=species:S:1:pos:R:3 method="wB97M-V/def2-TZVPD" homo_lumo_gap_ev=7.161 homo_energy_ev=-16.7 e_tot_ev=-190888.5484 total_charge=+3
Zr 0.012 0.525 0.497
C -1.973 -1.626 3.579
As -1.470 -1.757 1.687
C -3.199 -2.190 0.795
C -0.614 -3.468 1.620
C -1.391 -4.677 1.447
C -0.794 -5.754 0.829
C 0.577 -5.726 0.648
C 1.339 -4.611 0.918
C 0.773 -3.446 1.410
As 1.767 -1.745 1.595
C 2.908 -1.829 3.211
C 3.438 -2.185 0.530
H -1.957 -2.642 4.028
H -2.986 -1.177 3.640
H -1.308 -0.934 4.079
H -3.737 -2.735 1.597
H -3.070 -2.841 -0.091
H -3.700 -1.248 0.472
H -2.400 -4.732 1.838
H -1.311 -6.623 0.566
H 1.088 -6.593 0.218
H 2.416 -4.685 0.781
H 3.265 -2.880 3.272
H 2.331 -1.602 4.146
H 3.727 -1.121 3.027
H 3.113 -2.378 -0.534
H 3.862 -3.062 1.072
H 4.133 -1.356 0.501
O -5.351 2.731 0.860
C -5.204 2.417 -0.443
O -6.000 2.732 -1.361
C -4.018 1.708 -0.824
C -3.676 0.983 -2.036
Cl -4.683 0.525 -3.301
N -2.423 0.547 -1.910
N -1.896 0.837 -0.634
C -2.888 1.488 0.015
C -2.598 1.728 1.434
O -3.385 1.993 2.306
O -1.262 1.581 1.630
C -1.816 -0.394 -2.786
C -1.437 -1.666 -2.414
C -0.962 -2.553 -3.385
C -0.889 -2.133 -4.690
C -1.249 -0.829 -5.067
C -1.749 0.036 -4.125
H -4.602 2.395 1.451
H -1.430 -1.974 -1.378
H -0.705 -3.580 -3.076
H -0.547 -2.890 -5.429
H -1.277 -0.577 -6.154
H -2.085 1.038 -4.378
C 0.936 3.278 -4.799
N 0.985 2.766 -3.404
C 1.797 1.596 -3.170
C 1.348 1.295 -1.739
O 1.428 0.173 -1.139
N 0.427 2.206 -1.319
C 0.223 3.033 -2.347
N -0.582 4.121 -2.295
H 1.839 2.848 -5.231
H 0.959 4.361 -4.822
H 0.043 2.979 -5.391
H 2.898 1.780 -3.213
H 1.626 0.707 -3.866
H -1.047 4.312 -1.385
H -0.798 4.684 -3.078
N 5.338 2.323 4.172
C 4.702 1.829 3.044
O 5.311 1.038 2.306
C 3.301 2.376 2.842
C 2.660 3.238 3.695
C 1.301 3.561 3.389
C 0.754 3.176 2.206
N 1.352 2.193 1.477
C 2.647 1.930 1.715
H 6.222 1.842 4.415
H 4.724 2.548 4.944
H 3.198 3.815 4.409
H 0.715 4.143 4.079
H -0.226 3.438 1.865
H 3.211 1.367 0.953

***

75
Properties=species:S:1:pos:R:3 method="wB97M-V/def2-TZVPD" homo_lumo_gap_ev=5.337 homo_energy_ev=-6.6 relative_energy_kj_mol=55.9 e_tot_ev=-48653.9492 total_charge=0
C -0.032 2.836 -5.901
C -0.555 2.129 -4.747
C -1.418 1.059 -4.674
C -1.691 0.892 -3.286
C -0.924 1.810 -2.565
B -0.776 2.635 -1.091
O -0.886 4.092 -1.146
C -0.449 4.540 0.146
C -0.221 3.341 1.133
C 0.207 3.783 2.530
C 0.784 2.311 0.522
O 0.647 2.259 -0.864
C -1.616 2.636 1.093
O -1.820 2.085 -0.212
O -0.219 2.553 -3.494
H -0.850 2.955 -6.613
H 0.393 3.807 -5.660
H 0.746 2.230 -6.386
H -1.819 0.521 -5.527
H -2.416 0.203 -2.864
H 0.488 5.128 0.050
H -1.245 5.177 0.585
H -0.362 3.242 3.301
H 1.271 3.593 2.726
H 0.022 4.857 2.661
H 1.841 2.435 0.794
H 0.479 1.321 0.929
H -1.692 1.828 1.839
H -2.410 3.379 1.320
C 6.248 -1.243 1.752
O 4.871 -0.834 1.615
C 4.147 -1.200 0.525
C 2.932 -0.501 0.311
C 2.122 -0.874 -0.738
C 2.515 -1.902 -1.626
C 3.714 -2.591 -1.449
C 4.499 -2.268 -0.337
N 1.389 -2.253 -2.384
C 1.268 -3.390 -3.268
C 0.309 -1.516 -1.993
C 0.682 -0.710 -0.918
C -0.104 -0.339 0.171
C -1.461 -0.619 0.434
C -2.586 -0.688 -0.388
N -3.656 -1.132 0.334
C -4.970 -1.442 -0.200
C -3.267 -1.357 1.651
C -1.888 -1.075 1.753
C -1.174 -1.387 2.895
C -1.858 -2.062 3.935
O -1.259 -2.551 5.047
C 0.143 -2.355 5.293
C -3.260 -2.305 3.828
C -3.985 -1.894 2.715
H 6.552 -0.799 2.698
H 6.349 -2.334 1.797
H 6.854 -0.836 0.934
H 2.649 0.289 1.001
H 4.004 -3.376 -2.150
H 5.354 -2.892 -0.080
H 2.251 -3.628 -3.669
H 0.878 -4.273 -2.751
H 0.573 -3.143 -4.076
H -0.699 -1.689 -2.347
H 0.463 -0.480 1.102
H -2.670 -0.429 -1.426
H -5.512 -2.003 0.564
H -5.537 -0.539 -0.460
H -4.894 -2.046 -1.112
H -0.117 -1.148 2.969
H 0.252 -2.643 6.335
H 0.743 -3.024 4.664
H 0.464 -1.317 5.148
H -3.739 -2.844 4.644
H -5.065 -2.001 2.659

***

79
Properties=species:S:1:pos:R:3 method="wB97M-V/def2-TZVPD" homo_lumo_gap_ev="6.538 / 7.332" homo_energy_ev="-10.8 / -10.8" relative_energy_kj_mol=13.1 e_tot_ev=-78812.6793 total_charge=+1 spin_multiplicity=2
V -0.597 1.441 0.079
C 2.421 0.941 0.718
N 1.583 1.197 -0.495
C 1.866 0.099 -1.453
C 1.967 2.523 -0.994
C 3.027 2.739 -1.855
C 3.356 4.044 -2.223
C 2.637 5.098 -1.696
C 1.580 4.886 -0.814
C 1.231 3.588 -0.454
N 0.182 3.165 0.371
C -0.580 3.875 1.330
C -0.767 5.253 1.421
C -1.490 5.788 2.479
C -2.048 4.978 3.453
C -1.910 3.600 3.351
C -1.211 3.069 2.286
N -1.040 1.611 2.143
C -2.284 0.856 2.474
C 0.039 1.153 3.065
H 3.460 0.819 0.405
H 2.351 1.802 1.378
H 2.078 0.039 1.218
H 2.895 0.140 -1.807
H 1.753 -0.852 -0.937
H 1.179 0.120 -2.292
H 3.608 1.914 -2.240
H 4.175 4.221 -2.905
H 2.887 6.113 -1.975
H 1.040 5.737 -0.445
H -0.376 5.920 0.676
H -1.621 6.861 2.532
H -2.601 5.407 4.276
H -2.362 2.950 4.087
H -2.469 0.906 3.547
H -3.119 1.269 1.919
H -2.129 -0.185 2.195
H -0.306 1.288 4.091
H 0.255 0.103 2.874
H 0.921 1.767 2.906
O -4.402 1.673 -4.488
C -3.182 1.938 -4.965
O -2.971 2.105 -6.131
C -2.050 1.944 -3.993
C -0.748 2.242 -4.352
N 0.002 2.154 -3.241
N -0.727 1.816 -2.172
C -1.966 1.693 -2.622
C -2.961 1.406 -1.580
O -4.149 1.350 -1.689
O -2.318 1.273 -0.378
H -4.402 1.531 -3.525
H -0.332 2.514 -5.307
H 0.980 2.384 -3.119
C 0.370 -7.694 0.170
C 0.769 -6.498 1.032
C 2.299 -6.472 1.145
C 0.159 -6.680 2.427
C 0.284 -5.172 0.441
C -0.449 -5.106 -0.746
C -0.901 -3.902 -1.294
C -0.584 -2.764 -0.599
O -0.899 -1.444 -0.898
B -0.326 -0.693 0.122
O 0.300 -1.514 1.057
C 0.136 -2.810 0.574
C 0.586 -3.983 1.122
H 0.741 -8.609 0.632
H 0.795 -7.637 -0.833
H -0.714 -7.791 0.079
H 2.660 -7.414 1.563
H 2.645 -5.669 1.797
H 2.764 -6.336 0.167
H 0.496 -7.621 2.865
H -0.931 -6.698 2.381
H 0.453 -5.878 3.106
H -0.685 -6.018 -1.273
H -1.470 -3.874 -2.212
H 1.148 -3.984 2.046